Computed, not measured: C8H11NS2 as an isolated structure in a non-equilibrium geometry, with ωB97M-V/def2-TZVPD.

Each line ends with the Mulliken charge.
Atoms and positions in Å:
C (-2.29268, -1.01658, -0.68729)  -0.58
C (-2.75045, -0.54724, 0.46786)  -0.29
C (0.33103, 1.64812, -0.17465)  0.06
C (-0.83151, -0.82175, -0.80111)  -0.21
C (-1.73616, 0.19234, 1.24632)  -1.26
C (2.25988, 0.28190, -0.71259)  -0.78
C (2.23571, -0.65974, 0.52845)  -0.53
C (-0.46545, -0.03474, 0.43202)  0.59
N (1.58553, 1.56409, -0.44086)  -0.13
S (-0.61933, 2.96416, 0.08722)  -0.38
S (0.78335, -0.71726, 1.55846)  -0.22
H (-2.80087, -1.83834, -1.39866)  0.25
H (-3.76816, -0.51346, 0.80605)  0.44
H (-0.23645, -1.77188, -0.61749)  0.27
H (-0.61230, -0.44972, -1.74945)  0.28
H (-2.02806, 1.22674, 1.36751)  0.27
H (-1.56864, -0.22902, 2.21143)  0.35
H (3.17263, 0.48902, -1.09135)  0.56
H (1.87790, -0.12959, -1.70504)  0.19
H (2.40423, -1.71222, 0.23395)  0.35
H (2.97471, -0.32127, 1.19721)  0.45
H (2.08511, 2.39644, -0.75799)  0.30

Forces on atoms 1 to 2 (eV/Å):
-1.383 -3.266 -0.738
-0.774 0.276 -0.638

Computed properties:
Gap between HOMO and LUMO: 8.20 eV
LUMO energy: 0.476 eV
Relative energy (zero: lowest compared OMol25 entry of this formula, charge and spin): 159.3 kJ/mol
Max |F|: 0.10880 Eh/bohr
Charge: 0

---

Computed, not measured: one molecule with the formula C8H11O4PS3 in a non-equilibrium geometry, with ωB97M-V/def2-TZVPD.

Each line ends with the Mulliken charge.
Atoms and positions in Å:
C (2.36662, 1.47934, 2.80907)  -0.84
O (1.70989, 1.92846, 1.59052)  -0.32
P (1.51501, 0.74611, 0.47344)  1.03
S (0.31377, 1.36874, -0.91454)  -0.31
O (2.99162, 0.38197, -0.18475)  -0.26
C (3.56356, 1.43372, -0.95622)  -0.77
S (0.71297, -0.85640, 1.50932)  -0.36
S (0.25000, -1.73747, -0.28219)  1.13
O (1.10380, -1.47874, -1.45984)  -0.51
O (0.25945, -3.20118, -0.09813)  -0.63
C (-1.49356, -1.22113, -0.48782)  0.44
C (-2.03176, -1.32490, -1.77833)  -0.48
C (-3.35027, -0.99229, -2.02136)  -0.56
C (-4.15380, -0.59475, -0.95565)  -0.40
C (-3.60848, -0.46974, 0.31236)  -0.62
C (-2.29230, -0.78154, 0.57261)  -0.12
H (3.23459, 0.83889, 2.62350)  0.37
H (1.70118, 0.88664, 3.40630)  0.37
H (2.62075, 2.41208, 3.37926)  0.23
H (4.63260, 1.25259, -1.13539)  0.23
H (3.42749, 2.44114, -0.44897)  0.33
H (3.07932, 1.45042, -1.93130)  0.33
H (-1.42416, -1.63120, -2.63300)  0.36
H (-3.77154, -1.04567, -3.04191)  0.34
H (-5.18525, -0.36968, -1.11900)  0.40
H (-4.23525, -0.19545, 1.16885)  0.34
H (-1.93626, -0.71997, 1.60317)  0.25

Forces on atoms 1 to 2 (eV/Å):
0.434 1.276 0.329
0.609 -2.030 -0.079

Computed properties:
Gap between HOMO and LUMO: 8.57 eV
LUMO energy: -0.242 eV
Max |F|: 0.11976 Eh/bohr
Charge: 0

---

Total energy? In order: -31632.2508, -58458.4434 eV.